Density functional theory data (ωB97M-V/def2-TZVPD) for the ion C4H9N2 with charge +1.

## Properties
**Charge**: +1
**Strongest force on any atom**: 5.53 eV/Å
**2S+1**: 3
**⟨S²⟩**: 2.011
**E**: -266.84747 Ha
**ΔE to the lowest compared entry with this formula, charge and spin**: 50.0 kcal per mole

Each line ends with the Löwdin charge.
Element x y z (Å)
C1 -0.506 -1.684 0.685  0.212
C2 -1.169 0.390 -0.653  -0.180
C3 -0.104 -0.341 -0.063  -0.418
C4 1.055 0.513 0.403  0.001
N1 0.259 -1.709 -0.576  0.155
N2 -1.469 1.562 -0.149  0.115
H1 0.181 -1.577 1.523  0.119
H2 -1.838 -0.017 -1.387  0.125
H3 1.987 0.087 0.590  0.068
H4 0.762 0.892 1.491  0.153
H5 1.135 1.451 -0.164  0.105
H6 1.183 -1.899 -0.512  0.117
H7 -0.280 -2.130 -1.407  0.232
H8 -0.805 2.094 0.329  0.078
H9 -2.346 1.967 -0.386  0.120